Entry from OMol25: a 4-piece molecular cluster, C47H79BF3IN2O4S2 overall (the ωB97M-V functional and the def2-TZVPD basis).

Structure (XYZ):
```
139
Properties=species:S:1:pos:R:3
C 1.157 -4.199 4.088
B 1.741 -5.088 2.791
O 1.250 -6.469 2.612
C 2.862 -4.321 1.854
C 2.491 -3.249 0.631
C 0.938 -2.891 0.245
C 0.317 -1.632 1.120
C -0.118 -0.333 0.204
I 1.779 -0.874 2.610
C 3.664 -2.461 -0.256
C 3.348 -1.376 -1.454
C 3.466 -2.025 -2.955
C 1.994 -2.520 -3.504
S 1.732 -4.360 -3.163
C -0.130 -4.764 -3.127
S -1.083 -4.833 -4.573
N -0.708 -5.004 -1.730
C -1.189 -6.436 -1.562
C -2.694 -6.498 -0.840
O -2.794 -5.650 0.362
C -2.515 -4.236 0.058
C -1.818 -3.996 -1.426
C 5.232 -2.763 0.114
C 5.608 -3.850 1.328
C 4.461 -4.645 2.223
C 4.896 -5.667 3.437
C 4.743 -7.261 3.080
C 5.744 -7.802 1.894
N 5.537 -9.303 1.603
C 7.242 -4.077 1.603
O 7.798 -5.255 1.900
C 8.160 -2.691 1.422
C 9.386 -2.505 2.497
C 8.684 -2.409 4.002
C 9.379 -1.299 4.988
F 10.364 -0.247 4.539
C 8.962 -1.322 6.445
F 9.939 -1.351 7.580
F 7.510 -1.298 6.856
C 7.818 -1.697 0.327
C 6.505 -2.005 -0.663
O 6.512 -1.690 -1.961
H 0.394 -3.371 3.766
H 2.086 -3.722 4.663
H 0.621 -4.893 4.881
H 0.343 -6.383 2.192
H 0.911 -2.640 -0.909
H 0.302 -3.875 0.439
H -0.677 -2.032 1.627
H 0.806 0.361 -0.026
H -0.888 0.355 0.803
H -0.696 -0.630 -0.794
H 2.300 -0.832 -1.283
H 4.189 -0.532 -1.379
H 3.914 -1.237 -3.731
H 4.242 -2.919 -2.914
H 2.005 -2.327 -4.679
H 1.192 -1.842 -2.959
H -1.319 -6.997 -2.604
H -0.427 -7.114 -0.944
H -2.900 -7.619 -0.520
H -3.549 -6.203 -1.609
H -1.829 -3.831 0.942
H -3.490 -3.548 0.079
H -2.666 -4.043 -2.238
H -1.331 -2.922 -1.509
H 4.241 -5.485 4.419
H 6.020 -5.491 3.795
H 3.648 -7.592 2.789
H 5.033 -7.851 4.076
H 5.670 -7.173 0.882
H 6.880 -7.698 2.235
H 6.402 -9.587 1.052
H 5.604 -9.856 2.498
H 9.991 -3.523 2.503
H 10.117 -1.621 2.264
H 8.640 -3.466 4.549
H 7.547 -2.079 3.863
H 8.471 -0.728 0.253
C -4.421 1.930 -1.746
C -5.065 0.571 -1.975
C -4.053 -0.524 -2.320
C -3.269 -0.304 -3.619
C -4.126 -0.146 -4.879
C -4.955 -1.380 -5.196
H -3.913 2.295 -2.644
H -5.183 2.668 -1.475
H -3.691 1.883 -0.932
H -5.825 0.653 -2.760
H -5.596 0.280 -1.062
H -4.578 -1.485 -2.367
H -3.335 -0.616 -1.495
H -2.586 -1.152 -3.759
H -2.630 0.578 -3.515
H -3.463 0.056 -5.727
H -4.782 0.725 -4.788
H -4.313 -2.255 -5.340
H -5.525 -1.224 -6.119
H -5.672 -1.604 -4.400
C -1.653 8.428 -2.271
C -2.271 7.079 -2.611
C -2.661 6.267 -1.375
C -1.499 5.879 -0.453
C -0.381 5.071 -1.120
C -0.849 3.725 -1.649
H -0.722 8.317 -1.707
H -1.419 8.978 -3.189
H -2.346 9.035 -1.680
H -1.580 6.509 -3.243
H -3.168 7.250 -3.215
H -3.189 5.363 -1.701
H -3.389 6.843 -0.789
H -1.903 5.299 0.387
H -1.066 6.781 -0.011
H 0.411 4.900 -0.382
H 0.076 5.647 -1.931
H -1.265 3.113 -0.842
H -0.007 3.180 -2.088
H -1.611 3.838 -2.426
C -4.383 9.802 0.720
C -5.614 9.154 0.103
C -6.922 9.832 0.516
C -7.237 9.785 2.016
C -7.310 8.381 2.623
C -8.417 7.528 2.025
H -4.396 9.738 1.812
H -3.476 9.298 0.370
H -4.315 10.857 0.436
H -5.635 8.089 0.360
H -5.524 9.205 -0.988
H -7.746 9.377 -0.046
H -6.891 10.883 0.203
H -8.195 10.295 2.184
H -6.491 10.368 2.564
H -7.488 8.477 3.700
H -6.350 7.867 2.516
H -9.394 8.002 2.166
H -8.443 6.548 2.513
H -8.266 7.359 0.954
```

Computed properties:
HOMO ... -8.468 eV
SMILES ... CB(O)c1c(C[C@H](C)I)c(CCCSC(=S)N2CCOCC2)c2c(c1CCCN)C(=O)C(CCC(F)=C(F)F)=CC2=O.CCCCCC.CCCCCC.CCCCCC
F_max ... 8.08 eV/A
Energy ... -99766.382 eV

Atom charges from the Löwdin analysis, given in e for atoms 1 to 6: C -0.08; B -0.40; O 0.01; C 0.04; C -0.12; C -0.21